ORCA calculation (the ωB97M-V functional and the def2-TZVPD basis) on a structure of composition C63H61BaN2O2P4Te.

XYZ file:
```
134
Properties=species:S:1:pos:R:3:forces:R:3
Ba -0.660 -0.512 -0.631 1.7 3.3 4.4
C 1.942 -4.638 -6.358 0.0 0.1 0.0
C 1.420 -4.013 -5.091 0.1 -0.1 -0.1
C 1.756 -4.526 -3.848 -0.1 0.1 0.0
C 1.322 -3.955 -2.654 -0.2 0.6 0.1
C 1.519 -4.665 -1.381 0.0 -0.3 0.0
O 1.255 -4.185 -0.294 0.1 0.1 0.2
C 2.005 -6.086 -1.425 0.1 -0.1 0.0
C 1.418 -7.063 -2.225 0.0 0.1 0.0
C 1.885 -8.367 -2.190 0.0 -0.1 0.0
C 2.950 -8.705 -1.367 0.0 0.0 0.0
C 3.537 -7.737 -0.565 0.0 -0.1 0.0
C 3.057 -6.438 -0.583 0.0 0.1 0.0
C 0.620 -2.699 -2.675 0.4 -0.8 -0.9
O 0.416 -1.987 -1.624 2.0 -2.8 -2.1
C 0.153 -2.261 -3.958 0.3 -0.1 0.4
C 0.576 -2.919 -5.117 0.0 0.0 0.1
C -0.744 -1.125 -4.081 -0.1 0.3 -0.2
N -1.208 -0.475 -3.066 0.0 -0.4 -1.5
C -2.188 0.565 -3.266 -0.4 0.1 -0.2
C -3.555 0.155 -2.722 0.0 0.1 -0.3
Te -3.536 -1.041 -0.956 -3.2 -0.6 -0.2
C -2.766 -2.815 -1.811 -0.2 -0.2 0.0
C -3.157 -3.193 -3.091 0.0 0.1 -0.1
C -2.751 -4.409 -3.616 0.0 0.1 0.0
C -1.988 -5.276 -2.850 0.0 -0.1 0.1
C -1.612 -4.912 -1.567 0.0 -0.1 0.0
C -1.988 -3.681 -1.050 -0.2 0.2 0.1
C -1.105 -0.699 -5.474 0.0 0.2 0.0
C -2.119 -1.309 -6.202 0.0 0.0 0.1
C -2.471 -0.814 -7.450 0.0 0.0 0.0
C -1.812 0.288 -7.975 0.0 0.0 -0.1
C -0.778 0.881 -7.264 0.0 0.0 0.0
C -0.428 0.392 -6.016 0.0 -0.1 0.0
H 2.549 -5.513 -6.130 0.0 0.0 0.0
H 2.565 -3.934 -6.911 0.0 0.0 0.0
H 1.129 -4.950 -7.015 0.0 0.0 0.0
H 2.387 -5.404 -3.807 0.0 0.0 0.0
H 0.584 -6.802 -2.865 0.0 0.0 0.0
H 1.425 -9.127 -2.809 0.0 0.0 0.0
H 3.316 -9.723 -1.346 0.0 0.0 0.0
H 4.367 -8.004 0.077 0.0 0.0 0.0
H 3.504 -5.677 0.045 0.0 0.0 0.0
H 0.244 -2.550 -6.079 0.0 0.0 0.0
H -2.313 0.867 -4.308 0.0 0.0 0.0
H -1.842 1.450 -2.738 0.1 0.0 -0.1
H -4.108 -0.409 -3.471 0.0 -0.1 0.1
H -4.145 1.039 -2.484 -0.1 -0.1 0.1
H -3.789 -2.540 -3.680 0.0 0.0 0.0
H -3.053 -4.687 -4.618 0.0 0.0 0.0
H -1.698 -6.239 -3.252 0.0 0.0 0.0
H -1.027 -5.585 -0.952 0.0 0.0 0.0
H -1.662 -3.412 -0.049 0.0 -0.1 0.0
H -2.620 -2.180 -5.798 0.0 0.0 0.0
H -3.257 -1.294 -8.018 0.0 0.0 0.0
H -2.097 0.678 -8.943 0.0 0.0 0.0
H -0.243 1.725 -7.681 0.0 0.0 0.0
H 0.377 0.847 -5.450 0.0 0.1 0.0
C 2.962 -3.146 2.030 -0.1 0.0 -0.3
P 2.388 -1.665 1.073 0.4 0.1 0.4
C 3.538 -1.659 -0.364 -0.2 -0.1 0.1
C 3.218 -0.454 2.193 0.0 0.1 -0.1
C 4.604 -0.340 2.266 0.1 0.1 0.0
C 5.206 0.555 3.137 0.0 0.0 0.0
C 4.418 1.365 3.940 0.0 0.0 0.0
C 3.038 1.244 3.898 0.0 0.1 0.0
C 2.426 0.320 3.053 -0.1 0.0 -0.1
P 0.599 0.128 2.990 -0.1 -0.2 0.3
C 0.088 1.068 4.492 0.0 0.0 -0.2
C 0.393 -1.551 3.750 0.0 0.2 -0.1
H 4.040 -3.256 1.891 0.0 -0.1 0.1
H 2.447 -4.039 1.694 0.0 -0.1 0.0
H 2.768 -2.985 3.088 0.0 0.0 0.0
H 4.535 -2.014 -0.107 0.0 0.0 0.0
H 3.594 -0.641 -0.754 0.1 0.0 0.0
H 3.115 -2.300 -1.135 0.0 0.0 -0.1
H 5.238 -0.956 1.640 0.0 0.0 0.0
H 6.285 0.617 3.195 0.0 0.0 -0.1
H 4.875 2.089 4.602 0.0 0.0 0.0
H 2.440 1.892 4.525 0.0 0.0 0.0
H 0.662 0.753 5.365 0.0 0.0 0.0
H -0.965 0.845 4.666 0.0 0.0 0.0
H 0.191 2.143 4.357 0.0 0.1 0.0
H 1.136 -1.725 4.528 0.0 -0.1 0.0
H 0.465 -2.316 2.980 0.0 -0.1 0.1
H -0.602 -1.597 4.197 0.0 0.0 0.0
N -1.654 3.746 0.512 0.1 -0.5 0.0
P -1.057 3.096 1.980 0.0 0.4 0.1
C -1.907 4.241 3.136 0.1 -0.2 0.0
C -2.730 3.661 4.100 0.1 0.0 0.0
C -3.469 4.449 4.971 0.0 0.0 0.1
C -3.382 5.830 4.893 0.0 -0.1 0.0
C -2.577 6.419 3.928 0.0 0.1 0.0
C -1.854 5.632 3.046 0.0 0.0 0.0
C 0.683 3.719 1.919 -0.2 -0.1 0.1
C 1.235 4.700 2.737 0.1 -0.1 0.0
C 2.555 5.097 2.562 0.0 0.0 0.0
C 3.342 4.505 1.586 0.1 0.1 0.0
C 2.809 3.510 0.781 -0.1 -0.2 -0.1
C 1.490 3.123 0.950 0.0 0.0 0.2
P -1.703 2.775 -0.880 -0.2 1.3 0.3
C -0.570 3.702 -1.996 -0.2 -0.2 -0.1
C 0.573 3.094 -2.505 -0.1 0.0 0.0
C 1.428 3.796 -3.343 0.2 -0.1 -0.1
C 1.150 5.113 -3.673 0.0 0.0 0.0
C 0.025 5.737 -3.150 0.0 0.0 0.0
C -0.832 5.034 -2.319 0.1 0.0 -0.1
C -3.331 3.338 -1.533 0.0 -0.1 -0.2
C -3.583 3.487 -2.899 0.0 0.0 0.1
C -4.843 3.852 -3.348 0.0 0.0 -0.1
C -5.869 4.073 -2.440 0.0 0.0 0.0
C -5.629 3.930 -1.082 -0.1 0.0 0.0
C -4.371 3.558 -0.631 0.0 -0.1 0.0
H -1.581 4.746 0.376 -0.1 0.1 -0.1
H -2.795 2.581 4.158 0.0 0.0 0.0
H -4.111 3.986 5.709 0.0 0.0 0.0
H -3.944 6.449 5.581 0.0 0.0 0.0
H -2.513 7.498 3.866 0.0 0.0 0.0
H -1.248 6.110 2.285 0.1 0.0 0.0
H 0.644 5.154 3.521 0.0 0.0 0.0
H 2.970 5.871 3.196 0.0 0.0 0.0
H 4.371 4.813 1.459 0.0 0.0 0.0
H 3.423 3.019 0.036 0.0 0.0 0.0
H 1.083 2.331 0.328 0.0 0.0 0.0
H 0.803 2.065 -2.245 0.0 0.0 -0.1
H 2.315 3.318 -3.740 0.0 0.0 0.0
H 1.807 5.654 -4.342 0.0 0.0 0.0
H -0.188 6.769 -3.395 0.0 0.0 0.0
H -1.718 5.523 -1.930 0.0 0.0 0.0
H -2.786 3.327 -3.616 0.0 0.1 0.0
H -5.020 3.970 -4.409 0.0 0.0 0.0
H -6.850 4.363 -2.792 0.0 0.0 0.0
H -6.422 4.118 -0.370 0.0 0.0 0.0
H -4.189 3.445 0.431 0.0 0.0 0.0
```
Positions in Å, forces in eV/Å.

Computed properties:
- HOMO level: -9.919 eV
- Maximum force: 5.8 eV/Å
- Gap between HOMO and LUMO: 7.78 eV
- Charge: +1